74
Properties=species:S:1:pos:R:3 method="wB97M-V/def2-TZVPD" fmax_ha_per_bohr=0.021 charge=+2 molar_mass_da=647.61 spin_multiplicity=5 e_homo_ev="-13.5 / -13.5" s2=6.185 total_energy_ha=-3781.87364
Mn -0.621 0.046 -0.136
C -2.056 1.917 1.997
P -1.211 2.253 0.423
C -0.193 3.733 0.523
C -0.333 4.654 1.558
C 0.425 5.818 1.544
C 1.319 6.056 0.511
C 1.475 5.129 -0.515
C 0.726 3.965 -0.507
C -2.342 2.517 -0.954
C -1.915 1.997 -2.180
C -2.656 2.191 -3.335
C -3.843 2.906 -3.257
C -4.283 3.417 -2.040
C -3.535 3.231 -0.889
C -1.281 0.777 2.589
C -1.085 0.324 3.852
C -0.180 -0.788 3.788
C 0.158 -0.981 2.489
C 1.087 -1.940 1.798
P 1.395 -1.210 0.155
C 1.934 -2.487 -0.996
C 2.129 -3.814 -0.626
C 2.519 -4.751 -1.578
C 2.708 -4.367 -2.898
C 2.518 -3.040 -3.274
C 2.129 -2.102 -2.327
C 2.821 -0.121 0.375
C 2.618 1.206 0.761
C 3.702 2.052 0.955
C 4.990 1.572 0.764
C 5.197 0.249 0.388
C 4.118 -0.599 0.189
N -0.528 -0.027 1.740
H -3.090 1.661 1.761
H -2.058 2.776 2.660
H -1.029 4.483 2.368
H 0.313 6.539 2.343
H 1.901 6.970 0.505
H 2.179 5.316 -1.316
H 0.855 3.240 -1.301
H -0.975 1.464 -2.258
H -2.316 1.798 -4.285
H -4.426 3.071 -4.153
H -5.213 3.968 -1.993
H -3.877 3.644 0.054
H -1.536 0.730 4.746
H 0.179 -1.370 4.625
H 0.652 -2.937 1.695
H 2.033 -2.030 2.325
H 2.014 -4.121 0.409
H 2.687 -5.780 -1.283
H 3.014 -5.099 -3.635
H 2.679 -2.739 -4.302
H 2.002 -1.065 -2.619
H 1.620 1.577 0.932
H 3.539 3.080 1.256
H 5.839 2.230 0.906
H 6.205 -0.123 0.246
H 4.289 -1.627 -0.110
C -2.256 -5.865 0.249
C -2.912 -4.535 0.187
N -4.154 -4.278 0.435
N -4.259 -2.927 0.248
C -3.131 -2.336 -0.106
S -2.910 -0.689 -0.508
N -2.249 -3.356 -0.137
N -0.906 -3.180 -0.474
H -3.015 -6.622 0.431
H -1.528 -5.907 1.062
H -1.749 -6.094 -0.689
H -5.155 -2.479 0.360
H -0.801 -3.263 -1.481
H -0.356 -3.909 -0.037